A structure of composition C38H41N6O2P2RuS. Source: the Open Molecules 2025 dataset; level of theory: ωB97M-V/def2-TZVPD.

Summary:
Gap between HOMO and LUMO (alpha / beta)   7.99 / 6.41 eV
Expectation value of S²   8.763
Energy relative to the best compared isomer or geometry (same formula, charge and spin)   0.0 kJ/mol
Total charge   +2
2S+1   6
HOMO (alpha / beta)   -13.0 / -13.1 eV

Geometry as XYZ:
```
91
C38H41N6O2P2RuS (ωB97M-V/def2-TZVPD)
Ru -0.824 -0.690 -0.133
C 2.417 2.060 -3.936
C 2.600 2.677 -2.561
N 1.377 2.616 -1.772
C 1.078 1.602 -0.955
S -0.505 1.695 -0.166
N 1.940 0.639 -0.733
N 1.376 -0.271 0.132
C 2.091 -0.931 0.964
C 3.569 -0.819 1.096
C 1.305 -1.797 1.886
C 1.920 -2.628 2.808
C 1.133 -3.371 3.677
C -0.243 -3.259 3.600
C -0.784 -2.414 2.643
N -0.038 -1.692 1.812
H 3.343 2.113 -4.506
H 1.648 2.586 -4.503
H 2.127 1.013 -3.852
H 2.894 3.724 -2.630
H 3.374 2.156 -1.998
H 0.660 3.307 -1.924
H 3.965 -0.195 0.303
H 4.036 -1.802 1.046
H 3.831 -0.378 2.059
H 2.996 -2.683 2.855
H 1.596 -4.020 4.407
H -0.893 -3.807 4.265
H -1.856 -2.315 2.532
O -1.013 -0.424 -2.334
P -1.759 -1.266 -3.352
C -3.091 -2.250 -2.577
P -3.507 -1.902 -0.844
O -2.423 -2.435 0.086
C -5.142 -2.536 -0.568
C -5.334 -3.531 0.387
C -6.612 -4.013 0.624
C -7.686 -3.506 -0.088
C -7.495 -2.510 -1.041
C -6.225 -2.024 -1.282
C -3.580 -0.134 -0.543
C -3.393 0.271 0.786
C -3.541 1.607 1.137
C -3.881 2.539 0.170
C -4.088 2.139 -1.146
C -3.944 0.810 -1.503
C -0.656 -2.380 -4.208
C 0.714 -2.234 -4.012
C 1.597 -3.037 -4.717
C 1.115 -3.987 -5.606
C -0.253 -4.136 -5.801
C -1.139 -3.327 -5.109
C -2.541 -0.207 -4.564
C -2.022 1.077 -4.717
C -2.556 1.927 -5.671
C -3.603 1.501 -6.475
C -4.122 0.222 -6.331
C -3.591 -0.633 -5.378
H -2.792 -3.305 -2.564
H -4.007 -2.187 -3.167
H -4.490 -3.920 0.942
H -6.768 -4.782 1.366
H -8.680 -3.884 0.099
H -8.339 -2.113 -1.587
H -6.088 -1.236 -2.014
H -3.201 -0.469 1.559
H -3.396 1.911 2.164
H -3.996 3.579 0.441
H -4.363 2.868 -1.895
H -4.106 0.525 -2.536
H 1.082 -1.494 -3.311
H 2.662 -2.916 -4.579
H 1.806 -4.609 -6.157
H -0.625 -4.871 -6.500
H -2.202 -3.438 -5.290
H -1.215 1.409 -4.078
H -2.156 2.924 -5.791
H -4.016 2.168 -7.220
H -4.935 -0.109 -6.960
H -4.001 -1.632 -5.291
C 0.984 -5.747 -2.183
N 0.197 -5.079 -1.143
C -0.488 -5.868 -0.124
C 0.180 -3.781 -1.074
N 0.175 -2.623 -1.020
H 0.349 -6.458 -2.711
H 1.830 -6.268 -1.735
H 1.341 -5.001 -2.888
H -1.197 -6.543 -0.605
H -1.025 -5.192 0.537
H 0.237 -6.448 0.447
```

***

A structure of composition C14H32NO3P2SiYb in a non-equilibrium geometry. Source: the Open Molecules 2025 dataset; level of theory: ωB97M-V/def2-TZVPD.

Summary:
Gap between HOMO and LUMO (alpha / beta)   8.36 / 7.42 eV
Expectation value of S²   0.751
Total charge   +2
2S+1   2
HOMO (alpha / beta)   -14.6 / -14.6 eV

Geometry as XYZ:
```
54
C14H32NO3P2SiYb (ωB97M-V/def2-TZVPD)
Yb 0.315 1.076 -0.296
P 2.389 -0.912 0.222
C 2.313 -0.743 -1.633
C 1.041 -1.273 -2.274
N -0.129 -0.754 -1.846
C -1.292 -1.212 -2.339
C -1.321 -2.184 -3.337
C -0.120 -2.681 -3.834
C 1.078 -2.220 -3.294
C -2.602 -0.680 -1.793
P -2.526 0.950 -0.950
H 2.052 -2.572 -3.633
H -2.287 -2.528 -3.701
H -0.116 -3.437 -4.619
H -3.331 -0.608 -2.615
H -3.011 -1.389 -1.053
H 2.410 0.375 -1.842
H 3.201 -1.246 -2.044
H 1.289 3.022 -1.282
O 1.953 2.274 -1.454
H 2.312 2.420 -2.346
H -0.147 3.245 0.387
O -0.170 3.299 -0.607
H -0.754 4.045 -0.852
C -2.856 2.018 -2.400
H -3.792 1.692 -2.871
H -2.962 3.064 -2.080
H -2.039 1.953 -3.131
C -4.193 0.952 -0.207
H -4.243 1.776 0.518
H -4.966 1.091 -0.977
H -4.358 0.005 0.324
C 2.331 -2.717 0.444
H 3.290 -3.165 0.159
H 2.129 -2.929 1.503
H 1.523 -3.155 -0.152
C 4.170 -0.595 0.471
H 4.322 -0.335 1.528
H 4.754 -1.491 0.224
H 4.498 0.253 -0.145
C -1.450 1.318 4.290
Si -0.013 0.595 3.287
C 1.625 0.976 4.169
C -0.206 -1.299 3.408
O 0.002 1.215 1.791
H -1.312 1.170 5.371
H -2.407 0.854 4.009
H -1.538 2.397 4.103
H 1.574 0.761 5.246
H 2.454 0.388 3.749
H 1.879 2.039 4.052
H -1.167 -1.637 2.995
H 0.592 -1.848 2.890
H -0.186 -1.617 4.464
```

***

A cluster of 3 separate species, C7H14O2 in total in a non-equilibrium geometry. Source: the Open Molecules 2025 dataset; level of theory: ωB97M-V/def2-TZVPD.

Summary:
Gap between HOMO and LUMO   7.65 eV
Energy relative to the best compared isomer or geometry (same formula, charge and spin)   554.2 kJ/mol
2S+1   1
HOMO   -6.9 eV

Geometry as XYZ:
```
23
C7H14O2 (ωB97M-V/def2-TZVPD)
C 0.226 0.136 0.672
C 0.377 0.263 -0.716
C 2.222 -0.602 0.531
C -0.616 -0.903 1.351
C 0.204 -0.855 -1.705
C -1.489 1.338 -0.801
C -2.725 0.852 -0.790
O 0.494 1.259 1.420
O 3.059 0.511 0.570
H -0.225 1.414 2.046
H 2.675 1.138 1.203
H 0.994 1.098 -1.031
H 2.195 -1.152 1.476
H 2.522 -1.266 -0.275
H -1.338 2.387 -1.073
H -0.127 -1.242 2.268
H -1.579 -0.468 1.630
H -0.799 -1.763 0.712
H 1.124 -0.998 -2.276
H -0.595 -0.609 -2.407
H -0.050 -1.805 -1.235
H -3.607 1.451 -1.036
H -2.942 -0.185 -0.535
```

***

The molecule C18H22N4O5S in a non-equilibrium geometry. Source: the Open Molecules 2025 dataset; level of theory: ωB97M-V/def2-TZVPD.

Summary:
Gap between HOMO and LUMO   8.62 eV
Energy relative to the best compared isomer or geometry (same formula, charge and spin)   206.7 kJ/mol
2S+1   1
HOMO   -8.8 eV

Geometry as XYZ:
```
50
C18H22N4O5S (ωB97M-V/def2-TZVPD)
C -4.458 -0.791 2.588
C -4.724 0.067 1.352
N -4.090 -0.465 0.172
C -4.703 -1.553 -0.554
C -5.837 -1.098 -1.468
S -2.896 0.377 -0.600
O -3.059 0.267 -2.019
O -2.808 1.691 -0.016
C -1.407 -0.490 -0.128
C -0.739 -1.311 -1.016
C 0.483 -1.859 -0.666
C 1.039 -1.554 0.575
N 2.353 -1.870 0.914
C 3.312 -2.436 0.118
O 3.119 -3.262 -0.736
C 4.691 -1.817 0.424
O 4.460 -0.433 0.677
C 4.127 0.296 -0.412
O 4.495 0.038 -1.528
C 3.159 1.375 -0.100
C 2.788 2.311 -1.067
N 1.731 3.083 -0.906
C 1.045 2.991 0.229
C -0.214 3.765 0.353
C 1.517 2.156 1.253
N 2.528 1.334 1.078
C 0.318 -0.786 1.493
C -0.900 -0.250 1.136
H -4.908 -1.775 2.479
H -3.389 -0.918 2.740
H -4.886 -0.312 3.465
H -4.311 1.067 1.490
H -5.804 0.162 1.191
H -3.915 -2.012 -1.154
H -5.062 -2.292 0.169
H -6.628 -0.620 -0.895
H -5.447 -0.389 -2.192
H -6.255 -1.952 -1.994
H -1.163 -1.477 -1.993
H 1.031 -2.476 -1.359
H 2.714 -1.276 1.655
H 5.139 -2.236 1.326
H 5.350 -1.965 -0.436
H 3.343 2.415 -1.989
H -1.068 3.101 0.185
H -0.241 4.548 -0.398
H -0.313 4.191 1.349
H 1.042 2.134 2.225
H 0.747 -0.577 2.461
H -1.449 0.394 1.804
```

***

The molecule C6H15NS in a non-equilibrium geometry. Source: the Open Molecules 2025 dataset; level of theory: ωB97M-V/def2-TZVPD.

Summary:
Gap between HOMO and LUMO   9.89 eV
Energy relative to the best compared isomer or geometry (same formula, charge and spin)   143.9 kJ/mol
2S+1   1
HOMO   -8.9 eV

Geometry as XYZ:
```
23
C6H15NS (ωB97M-V/def2-TZVPD)
C 2.810 0.275 -0.832
C 1.657 0.601 -0.059
C 1.136 2.010 -0.304
C 0.542 -0.454 -0.379
N -0.666 -0.257 0.450
C -1.605 -1.413 0.231
C -2.924 -1.158 1.002
S -3.965 0.206 0.218
H 2.469 0.414 -1.867
H 3.511 1.083 -0.578
H 3.234 -0.789 -0.657
H 1.683 0.425 1.039
H 1.965 2.678 -0.029
H 0.238 2.233 0.269
H 1.108 2.202 -1.403
H 1.057 -1.468 -0.470
H 0.136 -0.210 -1.395
H -0.317 -0.431 1.409
H -1.886 -1.326 -0.827
H -1.260 -2.404 0.595
H -3.542 -2.085 0.863
H -2.580 -1.011 2.049
H -2.800 0.880 0.676
```

***

A cluster of 5 separate species, C5H20N2O5 in total in a non-equilibrium geometry. Source: the Open Molecules 2025 dataset; level of theory: ωB97M-V/def2-TZVPD.

Summary:
Gap between HOMO and LUMO   10.38 eV
Energy relative to the best compared isomer or geometry (same formula, charge and spin)   398.1 kJ/mol
2S+1   1
HOMO   -9.9 eV

Geometry as XYZ:
```
32
C5H20N2O5 (ωB97M-V/def2-TZVPD)
N 5.025 1.439 -2.108
C 4.504 2.573 -1.821
N 5.326 3.585 -1.936
O 3.354 2.625 -1.513
H 6.030 1.382 -2.192
H 4.359 0.684 -2.189
H 6.188 3.450 -2.445
H 5.038 4.453 -1.508
C -2.598 -7.954 -0.660
O -3.538 -9.019 -0.537
H -3.120 -7.001 -0.571
H -1.832 -8.037 0.111
H -2.258 -7.826 -1.688
H -3.442 -9.497 0.290
C -1.426 3.831 4.783
O -2.348 4.592 5.512
H -1.835 3.347 3.896
H -0.494 4.313 4.489
H -0.961 3.157 5.503
H -1.909 4.719 6.355
C 0.092 -2.068 0.961
O 1.310 -2.046 0.166
H -0.574 -2.793 0.493
H 0.303 -2.156 2.027
H -0.379 -1.126 0.680
H 1.682 -1.195 0.410
C -3.074 2.959 -2.771
O -2.074 1.857 -2.875
H -3.156 3.612 -3.640
H -4.006 2.409 -2.635
H -3.005 3.555 -1.862
H -1.182 2.179 -2.725
```

***

The molecule C16H16F2N2O2S in a non-equilibrium geometry. Source: the Open Molecules 2025 dataset; level of theory: ωB97M-V/def2-TZVPD.

Summary:
Gap between HOMO and LUMO   9.09 eV
Energy relative to the best compared isomer or geometry (same formula, charge and spin)   160.4 kJ/mol
2S+1   1
HOMO   -8.8 eV

Geometry as XYZ:
```
39
C16H16F2N2O2S (ωB97M-V/def2-TZVPD)
C 2.799 2.327 0.764
C 2.339 2.380 -0.677
N 0.908 1.932 -0.867
C 0.773 0.427 -1.126
C 0.577 -0.501 0.089
O 0.159 -0.039 1.224
N 0.767 -1.859 -0.046
C 0.693 -2.874 0.956
C -0.100 -4.033 0.676
F -0.789 -4.122 -0.475
C -0.266 -4.998 1.730
C 0.528 -4.937 2.881
C 1.278 -3.795 3.122
C 1.359 -2.793 2.153
F 2.000 -1.737 2.676
C -0.168 2.846 -0.514
O 0.090 4.081 -0.354
C -1.604 2.420 -0.267
C -2.302 2.033 -1.501
C -3.036 2.982 -2.324
C -3.960 2.304 -3.134
S -3.806 0.546 -3.038
C -2.617 0.713 -1.754
H 3.808 2.611 0.983
H 2.782 1.285 0.996
H 2.111 2.994 1.428
H 3.106 1.823 -1.262
H 2.374 3.470 -0.978
H 1.681 0.147 -1.582
H 0.014 0.230 -1.859
H 0.725 -2.226 -1.060
H -0.931 -5.910 1.754
H 0.461 -5.750 3.561
H 1.848 -3.782 3.961
H -1.601 1.806 0.650
H -2.117 3.279 0.203
H -2.930 4.039 -2.161
H -4.765 2.839 -3.626
H -2.185 -0.158 -1.203
```

***

A structure of composition C49H50Cl3GeKN4O9P2S3 in a non-equilibrium geometry. Source: the Open Molecules 2025 dataset; level of theory: ωB97M-V/def2-TZVPD.

Summary:
Gap between HOMO and LUMO (alpha / beta)   5.67 / 7.45 eV
Expectation value of S²   0.760
Total charge   -1
2S+1   2
HOMO (alpha / beta)   -3.7 / -5.9 eV

Geometry as XYZ:
```
122
C49H50Cl3GeKN4O9P2S3 (ωB97M-V/def2-TZVPD)
K -0.643 -0.051 -0.898
O -1.814 -1.986 1.197
C -2.529 -3.048 0.601
C -2.710 -3.074 -0.912
C -3.637 -3.966 -1.375
C -3.768 -4.120 -2.739
C -2.982 -3.400 -3.621
C -2.061 -2.551 -3.082
N -1.953 -2.364 -1.755
H -2.427 -1.226 1.181
H -3.538 -3.074 0.969
H -1.987 -3.957 0.836
H -4.210 -4.574 -0.707
H -4.478 -4.841 -3.136
H -3.040 -3.483 -4.714
H -1.358 -2.015 -3.731
O 1.787 -0.618 0.137
P 2.551 -0.148 1.357
C 2.673 1.617 1.700
P 1.058 2.361 1.968
O -0.036 1.479 1.435
C 0.944 2.576 3.755
C 0.304 1.612 4.530
C 0.110 1.787 5.874
C 0.608 2.924 6.505
C 1.273 3.857 5.806
C 1.398 3.729 4.409
C 1.271 4.022 1.406
C 0.179 4.701 0.973
C 0.332 6.003 0.477
C 1.526 6.618 0.515
C 2.662 5.948 1.032
C 2.549 4.634 1.441
C 1.894 -0.865 2.846
C 2.433 -0.695 4.101
C 1.874 -1.311 5.206
C 0.602 -1.953 5.054
C 0.055 -2.108 3.823
C 0.721 -1.610 2.695
C 4.293 -0.606 1.148
C 4.819 -1.782 1.715
C 6.100 -2.177 1.377
C 6.916 -1.427 0.515
C 6.359 -0.305 -0.079
C 5.055 0.114 0.245
H 3.079 2.029 0.764
H 3.441 1.722 2.496
H -0.038 0.680 4.088
H -0.456 1.040 6.418
H 0.424 3.077 7.590
H 1.649 4.732 6.285
H 1.825 4.527 3.861
H -0.811 4.261 0.877
H -0.462 6.479 -0.100
H 1.577 7.619 0.123
H 3.628 6.413 1.033
H 3.415 4.069 1.746
H 3.414 -0.173 4.164
H 2.303 -1.264 6.217
H 0.053 -2.392 5.907
H -0.896 -2.599 3.648
H 0.278 -1.819 1.723
H 4.213 -2.428 2.380
H 6.522 -3.104 1.741
H 7.852 -1.792 0.180
H 6.890 0.299 -0.759
H 4.637 1.008 -0.279
O 1.954 2.359 -1.125
H 1.282 2.960 -1.495
H 1.861 1.511 -1.614
Cl 1.578 -4.313 -3.357
Ge 2.497 -2.691 -2.069
Cl 1.931 -0.651 -3.116
Cl 4.735 -2.685 -2.703
O 1.170 -9.758 -2.298
C 0.754 -9.358 -1.079
O 0.051 -10.078 -0.408
C 1.215 -8.036 -0.633
C 2.458 -7.565 -1.106
C 2.880 -6.272 -0.772
C 1.979 -5.405 -0.129
S 2.314 -3.723 0.170
C 0.735 -5.883 0.266
C 0.356 -7.191 0.060
H 1.737 -9.074 -2.690
H 3.181 -8.185 -1.619
H 3.871 -5.947 -0.991
H 0.092 -5.152 0.766
H -0.617 -7.578 0.438
C -6.983 -1.631 1.486
C -7.033 -0.491 0.503
C -5.658 0.069 0.306
N -4.665 -0.519 0.848
N -3.496 0.143 0.779
C -3.594 1.336 0.249
N -2.560 2.177 0.194
S -5.229 1.698 -0.318
H -7.922 -2.141 1.623
H -6.629 -1.215 2.467
H -6.221 -2.389 1.196
H -7.624 0.318 0.904
H -7.461 -0.840 -0.432
H -1.707 1.954 0.724
H -2.542 3.017 -0.393
C -2.346 6.360 -7.772
C -1.990 5.418 -6.618
C -0.666 5.398 -6.145
C -0.398 4.776 -4.922
C -1.418 4.180 -4.195
C -2.668 4.046 -4.742
C -2.947 4.670 -5.929
S -1.079 3.755 -2.467
O -2.191 4.295 -1.648
O -1.032 2.277 -2.374
O 0.255 4.298 -2.166
H -3.384 6.267 -8.088
H -1.619 6.206 -8.591
H -2.292 7.423 -7.406
H 0.137 5.958 -6.652
H 0.613 4.787 -4.519
H -3.421 3.477 -4.194
H -3.952 4.605 -6.392
```

***

A structure of composition C14H34N3O5PV. Source: the Open Molecules 2025 dataset; level of theory: ωB97M-V/def2-TZVPD.

Summary:
Gap between HOMO and LUMO (alpha / beta)   9.13 / 8.60 eV
Expectation value of S²   0.753
Energy relative to the best compared isomer or geometry (same formula, charge and spin)   3.2 kJ/mol
Total charge   +2
2S+1   2
HOMO (alpha / beta)   -13.7 / -13.2 eV

Geometry as XYZ:
```
58
C14H34N3O5PV (ωB97M-V/def2-TZVPD)
V 0.151 0.631 0.113
C 2.372 -0.980 -1.040
C 1.163 -1.688 -1.610
O 0.047 -1.324 -0.785
C -1.225 -1.707 -1.335
C -2.270 -0.925 -0.571
O -1.859 0.452 -0.466
C -2.294 1.401 -1.454
C -1.210 1.575 -2.495
O 0.032 1.705 -1.777
C 1.187 1.643 -2.631
C 2.379 1.409 -1.727
O 2.047 0.398 -0.759
H 3.221 -1.042 -1.721
H 2.652 -1.416 -0.082
H 1.310 -2.769 -1.596
H 0.964 -1.378 -2.640
H -1.378 -2.781 -1.214
H -1.241 -1.470 -2.403
H -2.335 -1.281 0.455
H -3.251 -0.998 -1.040
H -2.465 2.334 -0.917
H -3.231 1.082 -1.909
H -1.388 2.464 -3.104
H -1.145 0.706 -3.155
H 1.293 2.574 -3.191
H 1.062 0.821 -3.343
H 2.609 2.304 -1.149
H 3.261 1.124 -2.300
C 0.404 3.005 1.491
N 1.375 2.137 2.165
C 2.509 2.926 2.670
P 0.728 0.862 3.054
O -0.084 0.094 2.016
N 2.024 0.099 3.672
C 3.122 -0.320 2.799
C 1.962 -0.654 4.929
N -0.246 1.325 4.264
C 0.258 2.193 5.330
C -1.647 0.924 4.394
H 0.906 3.581 0.714
H -0.071 3.711 2.181
H -0.454 2.467 1.045
H 3.055 3.345 1.824
H 3.184 2.299 3.243
H 2.171 3.752 3.301
H 3.106 0.242 1.866
H 3.047 -1.388 2.577
H 4.076 -0.140 3.297
H 1.144 -0.300 5.548
H 2.897 -0.515 5.471
H 1.821 -1.720 4.738
H 1.322 2.386 5.201
H 0.115 1.721 6.304
H -0.275 3.146 5.329
H -1.926 0.276 3.569
H -2.289 1.806 4.393
H -1.795 0.387 5.332
```

***

What E values result from the calculations? In sequence: -85090.1421; -80645.6645; -11575.5651; -46056.1578; -18789.0983; -18724.4478; -40194.6633; -237515.3761; -64741.0708 eV.